[1]
Density functional theory data (ωB97M-V/def2-TZVPD) for C7H9OPS in the gas phase in a non-equilibrium geometry.

Structure (XYZ):
```
19
Properties=species:S:1:pos:R:3
H 4.26579 0.12023 -0.73256
P 3.31955 0.57065 0.04886
H -2.90954 -0.78824 -2.20456
O 0.60589 1.13731 -0.19643
C -1.17994 0.21649 -1.37421
H -0.92351 1.18556 1.77859
S 1.86863 0.30110 -1.37180
H 2.50447 -1.20901 1.68725
C -0.61481 0.68271 -0.21675
H 4.33230 -0.90022 1.81171
C -3.26396 -0.09343 -0.25806
H -4.26529 -0.42917 -0.25987
C -2.72660 0.51107 0.88496
H -0.62083 0.29455 -2.32032
C -1.39795 0.79293 0.95002
H -3.36834 0.47361 1.88001
H 3.47905 -1.66443 0.22243
C -2.49670 -0.21059 -1.40749
C 3.39180 -0.99114 1.07821
```

* SMILES string: CPSOc1ccccc1
* relative energy (zero: lowest compared OMol25 entry of this formula, charge and spin): 47.6 kcal per mole
* charge: 0
* energy: -1086.82859 a.u.

Which charges does natural (NBO) predict for the atoms? In e, they are:
1 H -0.058
2 P 0.493
3 H 0.213
4 O -0.584
5 C -0.296
6 H 0.217
7 S 0.179
8 H 0.243
9 C 0.302
10 H 0.242
11 C -0.248
12 H 0.209
13 C -0.183
14 H 0.217
15 C -0.270
16 H 0.216
17 H 0.229
18 C -0.187
19 C -0.934


[2]
Density functional theory data (ωB97M-V/def2-TZVPD) for C7H9P in the gas phase in a non-equilibrium geometry.

Structure (XYZ):
```
17
Properties=species:S:1:pos:R:3
C 1.19857 0.91664 -0.32012
H 0.63148 -2.45015 -1.60329
H -2.10169 1.10623 -0.27783
H -0.42434 -1.39380 2.22678
C -0.15887 -0.66947 1.43741
C 1.26716 -0.40136 -0.40134
C -0.06808 1.35345 0.33572
P -0.52279 -2.59445 -0.75701
H -1.23322 -1.63111 -1.67783
H 1.96202 1.53501 -0.77566
H 2.15601 -1.03155 -0.74448
C 0.07116 -1.05318 0.12971
C -1.12923 0.80744 -0.58587
C -0.17244 0.67657 1.64468
H -0.18667 1.25014 2.53856
H -0.18902 2.47249 0.45716
H -1.10003 1.10709 -1.62657
```

* relative energy (zero: lowest compared OMol25 entry of this formula, charge and spin): 97.8 kcal per mole
* charge: 0
* energy: -613.27281 a.u.

Which charges does natural (NBO) predict for the atoms? In e, they are:
1 C -0.170
2 H -0.022
3 H 0.168
4 H 0.232
5 C -0.301
6 C -0.286
7 C -0.387
8 P 0.304
9 H 0.020
10 H 0.222
11 H 0.231
12 C -0.226
13 C -0.249
14 C -0.153
15 H 0.217
16 H 0.223
17 H 0.176


[3]
Density functional theory data (ωB97M-V/def2-TZVPD) for 2 unconnected molecules or ions with the total composition C7HBrN4 in a non-equilibrium geometry.

Structure (XYZ):
```
13
Properties=species:S:1:pos:R:3
N -1.86978 0.93340 1.33681
H -1.60323 -0.71089 0.33523
C 1.54937 2.52592 0.99117
C 0.41439 1.85884 1.15469
N 2.45289 3.17704 0.70067
C -0.64713 -1.01410 -0.37638
C 0.48918 -0.12437 -0.33837
N 0.65980 -3.05643 0.59522
C -1.13250 -1.38709 -1.68765
N -1.37364 -1.47399 -2.81486
Br 1.87997 -0.06732 -1.46272
C 0.01274 -2.16541 0.32364
C -0.83206 1.50442 1.24256
```

* relative energy (zero: lowest compared OMol25 entry of this formula, charge and spin): 43.8 kcal per mole
* charge: 0
* energy: -3060.04711 a.u.

Which charges does natural (NBO) predict for the atoms? In e, they are:
1 N -0.338
2 H 0.380
3 C 0.144
4 C -0.023
5 N -0.206
6 C -0.623
7 C 0.047
8 N -0.218
9 C 0.251
10 N -0.234
11 Br 0.354
12 C 0.279
13 C 0.188


[4]
Density functional theory data (ωB97M-V/def2-TZVPD) for 20 unconnected molecules or ions with the total composition C80H220N20O20 in a non-equilibrium geometry.

Structure (XYZ):
```
340
Properties=species:S:1:pos:R:3
H 28.84045 -21.93116 -31.47325
O 19.77513 -15.57058 -30.02998
H 25.41842 -10.45340 -24.09656
H 27.55846 -16.70227 -33.30683
C 24.22671 -11.23807 -20.31606
C 32.72140 -19.42848 -32.80637
H 20.94548 -17.93806 -32.18532
C 26.74328 -10.95477 -20.11635
H 21.41118 -24.41526 -29.48649
C 23.17757 -12.55185 -23.95461
H 25.59305 -9.78782 -31.59886
H 26.48171 -10.73338 -19.08162
O 22.77512 -11.80808 -26.81654
H 18.15168 -17.23769 -31.95774
H 26.52368 -14.65996 -24.93217
C 29.62692 -16.30860 -21.11002
C 23.38716 -21.47257 -26.23702
H 23.89939 -17.53496 -22.98571
H 27.10399 -24.09945 -29.01308
C 26.11541 -15.58373 -26.69206
H 21.76632 -18.57128 -22.10130
H 29.20180 -10.05601 -20.15172
H 31.10500 -22.06794 -28.32653
H 19.99002 -17.28127 -35.36981
N 25.63109 -13.13089 -20.09427
H 24.98283 -18.64435 -22.02425
N 31.29043 -11.08190 -27.35233
H 27.56877 -12.19072 -27.67480
O 25.38329 -11.74064 -31.10943
H 16.05950 -15.95001 -31.47131
H 21.54567 -15.17376 -28.93234
H 26.28394 -16.51113 -21.53657
C 25.50063 -14.17845 -30.94498
H 28.78726 -19.30610 -33.75140
C 21.23209 -18.51449 -33.06491
H 22.46434 -13.77698 -27.27921
H 23.67586 -15.31811 -30.60142
H 28.88092 -20.99424 -30.06333
H 29.06125 -18.54028 -30.29672
H 31.41587 -15.33291 -31.33454
H 27.08187 -10.61622 -31.57707
C 30.74451 -14.18378 -21.88837
H 26.72000 -21.16397 -30.42100
H 29.82228 -19.98823 -27.76608
H 23.95789 -16.21130 -32.61596
H 33.28690 -18.63069 -33.28786
H 28.58977 -10.39992 -18.58542
H 25.95212 -16.10932 -31.16050
C 18.30967 -15.79190 -34.29199
H 31.94791 -18.33239 -31.28545
C 19.36548 -17.88472 -34.71110
N 18.49947 -20.42082 -29.57510
H 28.77946 -16.90319 -30.96267
H 18.61418 -18.33461 -35.36014
N 31.72007 -19.69649 -26.99100
H 16.72841 -18.52743 -29.93777
H 21.49439 -13.22044 -25.04171
O 25.71722 -17.21428 -32.38990
C 31.28441 -14.91935 -25.70873
H 30.85191 -9.08231 -29.96376
H 31.25375 -19.97978 -29.73092
C 20.68820 -19.86551 -28.77682
H 30.01946 -13.85428 -22.63256
C 28.33911 -17.88381 -30.78217
N 31.94757 -16.05932 -20.79172
H 21.81279 -19.33326 -32.64004
C 24.04302 -8.77673 -24.58692
H 23.20246 -4.76110 -23.60702
O 20.91821 -22.92190 -28.29549
H 26.58576 -13.46060 -20.09709
H 25.95553 -19.74399 -23.90850
C 26.79886 -21.14602 -27.67453
C 27.49527 -16.12812 -26.65022
H 32.34059 -21.15470 -30.56190
C 21.82916 -19.35291 -22.85841
O 28.02087 -11.68065 -20.15939
C 29.93248 -14.03870 -29.92037
H 28.11417 -15.30282 -26.29819
H 25.62843 -22.72202 -33.07825
H 28.32826 -19.21821 -23.76473
H 24.37954 -21.92145 -26.19472
H 31.56502 -12.19860 -23.66228
O 31.96944 -13.74874 -22.48186
H 21.42049 -19.27639 -35.47280
H 27.61426 -20.63809 -28.18955
C 26.27943 -22.27213 -28.56263
H 29.59365 -13.22687 -29.27676
C 28.97370 -10.88561 -19.48253
C 32.05650 -12.34749 -22.70083
H 12.56195 -18.95578 -32.25010
H 24.63752 -19.72046 -31.49083
H 29.82615 -11.52592 -19.25572
C 22.96259 -13.16540 -26.52701
H 33.03970 -11.96600 -29.28322
H 20.27899 -21.08911 -30.44505
H 28.70303 -17.54258 -23.87595
H 30.49667 -11.36575 -29.11017
H 27.46559 -23.47498 -27.60077
H 26.48061 -10.88431 -27.29792
H 26.73007 -12.25799 -23.62319
H 33.06661 -12.03609 -22.96691
H 19.50990 -14.80067 -31.85778
H 24.52981 -22.07029 -35.94978
H 19.15690 -22.10532 -27.83274
O 23.21810 -20.50233 -25.20818
C 27.01753 -11.72475 -26.85804
C 27.01041 -17.57727 -32.95738
C 30.71912 -9.28468 -28.90098
H 23.37521 -23.61669 -37.79837
H 23.97163 -10.26164 -20.72792
H 32.33294 -15.21715 -25.70404
N 31.73838 -15.65748 -30.43413
H 19.38208 -17.02461 -27.90173
H 25.11275 -13.65609 -20.78390
H 32.66385 -15.35754 -20.91237
H 24.16103 -14.44835 -29.21080
H 24.48290 -15.90226 -19.55593
H 20.97650 -15.76361 -31.68837
H 13.61968 -18.82045 -33.48927
H 19.69016 -18.97142 -24.43830
H 23.51327 -17.74629 -29.12055
H 23.69707 -15.07195 -24.89448
H 31.19449 -16.49527 -30.28450
O 14.40494 -18.57230 -31.44624
C 25.93160 -21.74545 -29.94310
H 31.02833 -14.25161 -24.88615
N 29.14907 -18.90188 -32.89946
C 32.61980 -10.97767 -29.47029
C 24.78018 -16.51858 -33.26212
H 31.16555 -16.24758 -22.65178
O 24.66201 -21.05973 -29.85598
O 32.67520 -10.67680 -30.92087
C 24.88488 -17.69330 -22.54771
H 17.25643 -16.02268 -34.45175
H 23.75607 -15.16624 -22.20940
C 24.09175 -14.35834 -30.29487
C 26.13071 -10.55938 -31.04775
H 26.92082 -10.03976 -20.68144
C 27.97476 -18.53810 -32.13844
C 24.25532 -24.23729 -37.62996
C 15.79783 -18.55241 -31.90921
C 23.18517 -11.41632 -28.17102
C 31.24689 -14.67774 -29.40477
H 22.74742 -19.93160 -22.75829
N 22.72842 -14.85681 -24.70600
H 27.35807 -10.81976 -24.97296
C 22.55705 -13.46272 -25.05430
H 29.72269 -22.40658 -27.42910
H 25.97499 -20.46432 -27.46327
H 15.98099 -19.62261 -32.00528
N 27.34360 -21.72679 -35.77884
H 26.42392 -18.88716 -25.38007
H 29.95531 -18.65506 -23.31310
H 29.68008 -19.63658 -32.45411
H 21.64877 -17.32982 -27.11470
H 33.17339 -20.39797 -33.01589
H 22.72524 -22.31697 -26.04480
H 18.82362 -15.31902 -26.09980
C 24.48637 -16.71224 -20.28533
H 24.76437 -18.84166 -28.43232
H 31.68387 -15.75800 -19.86448
H 24.98298 -17.55702 -19.80801
H 23.13050 -21.16364 -27.25032
H 21.95562 -22.89828 -30.21039
O 30.49693 -20.58526 -31.41403
H 24.73272 -6.69967 -24.92109
C 21.68489 -18.74272 -24.25999
H 26.89553 -13.88000 -22.94035
H 27.60970 -16.92206 -25.91220
C 28.80295 -12.41329 -25.12506
O 25.84362 -17.71165 -23.66532
H 18.63559 -19.68494 -30.25336
O 25.36112 -23.51965 -37.06807
H 22.83173 -11.52169 -24.03989
C 23.86032 -7.18902 -24.48803
H 18.22364 -14.98748 -33.56151
H 31.59844 -10.79028 -32.68280
H 23.98439 -10.15048 -25.97365
C 30.69139 -21.91691 -27.32943
H 22.85883 -12.81908 -22.94709
C 16.77713 -17.92170 -30.84266
C 16.31912 -16.50578 -30.57031
H 23.44292 -16.97309 -20.46213
H 18.60146 -14.73960 -27.78969
H 30.06583 -22.27349 -30.29642
H 24.75694 -18.89691 -24.94903
H 30.45889 -20.59442 -24.79051
H 26.25871 -15.61545 -29.69752
H 24.03724 -25.08313 -36.97797
N 25.80227 -15.25827 -25.30859
H 28.82590 -15.88735 -21.71749
H 24.88911 -17.37718 -26.50145
H 29.27458 -13.00075 -25.91282
H 23.06378 -10.36041 -28.41272
H 24.03517 -21.41489 -31.72820
N 28.82331 -10.13940 -26.19671
H 16.08553 -18.16493 -32.88654
H 22.30680 -15.43043 -25.42244
O 23.80100 -6.74423 -23.13981
C 19.72537 -22.33888 -28.73296
H 24.81083 -4.92183 -23.04079
H 32.43479 -20.24472 -26.53414
H 23.06256 -20.19741 -30.90495
C 27.44744 -13.02375 -23.32808
H 20.04629 -14.24945 -26.86318
N 24.14082 -9.15272 -25.96307
N 27.34635 -23.22389 -28.57177
H 21.70522 -20.11670 -28.47569
H 31.54140 -18.89653 -26.40088
H 25.44759 -22.66447 -27.97763
H 27.18474 -21.55217 -26.73953
H 33.58512 -18.88366 -29.61658
H 25.72648 -22.58588 -30.60620
C 20.74364 -15.90039 -29.06218
H 30.69983 -15.80847 -25.47244
H 22.77066 -23.49443 -28.77972
C 26.42769 -22.55646 -34.97757
H 25.60197 -21.01631 -33.57477
H 17.93451 -21.11651 -30.04087
H 26.82457 -18.18267 -33.84453
H 31.35219 -12.08921 -27.31209
H 27.90359 -16.43977 -27.61160
H 24.41598 -17.07893 -34.12320
H 24.49216 -23.56290 -35.10005
H 32.21231 -10.80940 -27.04251
H 24.98628 -15.23321 -23.18257
H 26.07129 -14.66203 -27.27226
H 20.85066 -19.05206 -29.48393
C 25.58913 -11.78687 -20.69081
H 22.94433 -6.81087 -24.94197
H 19.10649 -23.03472 -29.29944
H 33.38451 -10.24860 -29.20241
H 28.06190 -12.56705 -22.55221
H 29.64387 -9.24779 -28.72609
C 23.81236 -5.34016 -22.91362
N 24.76564 -15.19348 -22.19777
C 13.61655 -19.14632 -32.44913
H 20.23119 -19.51722 -27.85057
N 33.77126 -19.12659 -30.57909
H 15.36513 -16.39899 -30.05397
C 30.87612 -15.73427 -21.73481
C 25.23820 -9.40436 -23.86179
H 26.92637 -20.95069 -36.27249
C 29.80874 -20.23338 -25.58741
H 26.22087 -12.38005 -26.50590
H 24.04806 -15.95141 -27.14444
O 25.34614 -16.95458 -28.48158
H 18.73600 -17.43928 -30.52729
H 27.06549 -12.83790 -31.03870
H 25.85529 -16.16010 -24.85694
H 29.58629 -17.37309 -21.34093
O 28.09024 -13.46012 -24.46539
H 30.43984 -13.64441 -20.99151
C 30.46976 -20.43420 -27.01112
C 26.08044 -12.84418 -30.57208
H 13.82965 -20.20868 -32.33047
N 20.34418 -18.21041 -24.32333
H 27.52172 -19.49589 -31.88253
H 25.17384 -9.26297 -22.78291
C 20.09327 -16.23203 -27.66910
H 17.05354 -16.01097 -29.93479
H 24.20100 -11.12959 -19.23178
H 21.05150 -20.07737 -22.61653
C 32.51359 -19.26317 -31.32736
H 25.00599 -18.01646 -30.00297
H 27.10866 -21.81257 -33.04273
C 29.13574 -18.53242 -24.02116
H 21.78130 -19.41238 -26.27215
H 25.65591 -11.85658 -21.77652
H 31.98068 -13.87397 -29.46493
H 25.27477 -15.62157 -33.63475
H 23.44041 -11.93106 -20.61542
H 20.05479 -17.86256 -23.42036
H 24.25061 -11.64616 -28.18160
H 23.37301 -8.76706 -26.49396
H 24.52979 -24.60214 -38.61973
H 34.22300 -18.26302 -30.84417
H 31.52554 -12.28179 -31.67487
H 26.16515 -8.86179 -24.04751
H 24.26075 -12.56151 -23.83322
H 29.61809 -12.10813 -24.46892
H 19.46882 -19.61530 -33.40896
H 27.47843 -17.74053 -30.12887
H 26.24740 -10.25721 -30.00700
H 30.64800 -10.84729 -31.25328
H 31.23037 -8.49783 -28.34635
N 26.35069 -15.32711 -30.66111
H 29.12469 -14.76982 -29.88831
H 32.01838 -15.98277 -27.88675
C 31.28781 -10.71787 -28.73273
C 21.90744 -19.90209 -25.30656
H 25.45662 -14.14747 -32.03365
C 27.98737 -11.23810 -25.75850
H 21.14049 -20.66359 -25.16509
C 29.54665 -21.45415 -30.79366
C 25.19878 -16.51427 -21.63919
C 24.58100 -17.93119 -29.00286
H 29.98208 -13.67611 -30.94710
C 26.18032 -21.93989 -33.59957
N 18.18321 -17.92545 -31.21877
H 22.64336 -12.05512 -28.86849
H 29.34353 -9.71265 -25.44348
H 21.99963 -17.90057 -33.53617
H 31.77141 -19.58694 -33.31676
H 20.22098 -20.22551 -35.67313
O 29.63371 -18.84444 -25.33484
H 21.14293 -16.84627 -29.42822
C 21.79825 -23.42031 -29.26656
H 31.35222 -22.38001 -26.59665
H 22.46842 -17.98712 -24.31707
H 23.39936 -13.54339 -30.50593
H 27.02356 -23.45420 -34.81292
C 19.32106 -15.04580 -27.03040
C 20.33008 -15.04602 -31.18310
C 25.75746 -18.86224 -24.51792
O 30.97585 -14.34817 -26.98209
H 24.01759 -13.41311 -26.64408
C 24.97173 -16.52899 -27.18104
H 31.67021 -11.69707 -21.91608
C 31.12508 -15.38098 -28.05398
C 25.13085 -22.95536 -35.74121
C 19.84332 -20.94108 -29.45694
C 20.13641 -18.99734 -34.00941
H 29.31720 -16.01650 -20.10660
H 29.57783 -10.50412 -26.76042
H 20.88085 -14.12902 -30.97363
N 20.82281 -19.88811 -34.93552
O 18.95522 -16.89948 -33.73855
H 18.75222 -15.37783 -35.19797
H 30.27793 -16.06663 -28.07167
H 23.45584 -5.18037 -21.89604
C 31.59353 -11.19392 -31.67030
C 24.08074 -20.55354 -31.06179
N 21.21100 -16.49526 -26.75142
C 31.66387 -20.30921 -30.68558
H 23.13177 -9.26234 -24.23777
H 20.74466 -16.80562 -25.91100
H 27.70641 -22.26278 -36.55421
H 28.83997 -20.72897 -25.65032
H 26.26462 -12.77064 -29.50027
```

* relative energy (zero: lowest compared OMol25 entry of this formula, charge and spin): 113.9 kcal per mole
* charge: 0
* energy: -5779.40178 a.u.

These are the Mulliken partial charges, in e, on atoms 1 to 99:
1 H 0.181
2 O -0.242
3 H -0.541
4 H 0.239
5 C -1.638
6 C -1.606
7 H -0.315
8 C -1.217
9 H 0.400
10 C -1.614
11 H 0.301
12 H 0.475
13 O -0.574
14 H -0.169
15 H -0.377
16 C -1.050
17 C -0.764
18 H -0.336
19 H 0.251
20 C 1.378
21 H 0.476
22 H 0.373
23 H 0.199
24 H 0.365
25 N -0.633
26 H 0.843
27 N -0.569
28 H -0.535
29 O -0.499
30 H 0.309
31 H 0.085
32 H -0.511
33 C 0.391
34 H 0.350
35 C -0.729
36 H -0.628
37 H -0.666
38 H -0.135
39 H -0.034
40 H 0.350
41 H 0.321
42 C -0.062
43 H -0.720
44 H -0.899
45 H -0.099
46 H 0.367
47 H 0.359
48 H -0.624
49 C -1.083
50 H -0.405
51 C -1.032
52 N -0.448
53 H 0.243
54 H 0.358
55 N -0.477
56 H 0.696
57 H 0.698
58 O -0.299
59 C -0.571
60 H 0.399
61 H -0.148
62 C 0.805
63 H -0.356
64 C -0.215
65 N -0.866
66 H 0.361
67 C 0.702
68 H 0.309
69 O -0.239
70 H 0.378
71 H 0.727
72 C 0.305
73 C 0.520
74 H 0.271
75 C -1.881
76 O -0.089
77 C -0.131
78 H -0.597
79 H 0.341
80 H 0.375
81 H 0.313
82 H -0.156
83 O -0.446
84 H 0.293
85 H -0.709
86 C 0.341
87 H -0.697
88 C -0.946
89 C -0.222
90 H 0.286
91 H -0.091
92 H 0.203
93 C 1.840
94 H 0.327
95 H 0.340
96 H -0.003
97 H -0.754
98 H 0.345
99 H 0.644